Entry 1:
Below is the molecule C5H5ClOS2 at a distorted geometry, with properties calculated with wB97M-V/def2-TZVPD.

The geometry in XYZ format:
```
14
Properties=species:S:1:pos:R:3:forces:R:3
C 1.525 0.025 -0.665 -1.15 -1.52 1.10
C 0.577 0.724 0.156 -0.35 0.73 0.25
C 1.562 -1.293 -0.559 1.12 -1.09 -2.60
C -0.424 -0.297 0.588 -0.93 -0.98 0.71
C -1.737 -0.242 0.909 5.32 2.12 -1.29
O 1.173 1.791 2.718 0.13 0.00 1.03
S 0.296 -1.908 0.388 -0.73 -0.98 0.91
S 1.971 1.584 1.533 -2.24 -0.81 -0.77
Cl 2.005 3.409 0.569 0.22 0.26 -0.41
H 2.209 0.641 -1.033 3.13 1.94 -2.49
H 0.164 1.590 -0.378 0.00 0.04 0.69
H 2.146 -1.978 -1.267 -0.57 1.05 1.64
H -2.109 0.694 0.965 -1.55 2.96 0.29
H -2.298 -1.001 1.188 -2.40 -3.71 0.92
```
Forces are in eV/Å.

Summary:
Net charge: 0
E_LUMO, hartree: -0.014
Kohn-Sham gap, eV: 7.613
HOMO, eV: -8.0
ΔE to the lowest compared entry with this formula, charge and spin, eV: 0.000

For reference, the Löwdin charges in units of e are:
1. C -0.298
2. C -0.373
3. C -0.433
4. C -0.527
5. C 0.056
6. O -0.561
7. S 0.970
8. S 0.624
9. Cl 0.213
10. H 0.054
11. H 0.107
12. H 0.114
13. H 0.038
14. H 0.017

Entry 2:
Below is the molecule C5H5F at a distorted geometry, with properties calculated with wB97M-V/def2-TZVPD.

The geometry in XYZ format:
```
11
Properties=species:S:1:pos:R:3:forces:R:3
C 2.981 -0.194 0.083 -0.51 0.15 -0.40
C 1.803 -0.460 -0.028 1.23 -0.52 -0.09
C 0.401 -0.729 -0.146 -1.45 1.86 1.10
C -0.389 0.383 -0.083 0.18 -1.20 -0.28
C -1.883 0.358 0.004 0.83 0.54 0.63
F -2.260 -0.950 0.052 -0.92 -0.59 0.11
H 4.011 0.144 0.052 -0.70 -0.37 0.18
H -0.099 -1.700 -0.009 0.80 0.35 -0.45
H 0.061 1.353 -0.030 0.29 0.42 -0.13
H -2.225 0.919 0.895 0.20 -0.56 0.11
H -2.401 0.876 -0.789 0.04 -0.08 -0.78
```
Forces are in eV/Å.

Summary:
Net charge: 0
E_LUMO, hartree: 0.035
Kohn-Sham gap, eV: 9.997
HOMO, eV: -9.1
ΔE to the lowest compared entry with this formula, charge and spin, eV: 1.662

For reference, the Löwdin charges in units of e are:
1. C 0.103
2. C -0.166
3. C -0.103
4. C -0.062
5. C -0.225
6. F -0.039
7. H 0.032
8. H 0.116
9. H 0.105
10. H 0.125
11. H 0.113

Entry 3:
Below is the ion C5H5F2N2O2 with charge +1 at a distorted geometry, with properties calculated with wB97M-V/def2-TZVPD.

The geometry in XYZ format:
```
16
Properties=species:S:1:pos:R:3:forces:R:3
C 0.952 0.254 -0.294 -0.73 -1.18 2.22
C 1.217 -0.777 0.678 -4.18 0.09 0.97
C -0.360 0.976 -0.500 0.13 2.41 -0.04
C -1.651 0.622 0.198 0.68 -1.44 0.57
C -2.585 -0.163 -0.305 -1.41 -0.70 -1.17
N 2.989 -0.428 -0.405 -0.01 0.77 -1.48
N 2.140 0.417 -0.918 -0.31 2.76 -2.46
O 0.418 -1.488 1.499 -0.85 2.96 -0.92
O 2.485 -1.102 0.638 1.92 -3.05 2.67
F -3.713 -0.363 0.360 0.67 -0.19 -0.89
F -2.604 -0.741 -1.530 0.15 0.83 2.06
H -0.385 2.098 -0.054 1.39 -1.97 -1.65
H -0.462 0.984 -1.611 -0.17 0.50 0.68
H -1.938 1.020 1.182 0.46 0.05 -0.49
H -0.507 -0.957 1.604 2.66 -1.66 -0.57
H 4.005 -0.355 -0.543 -0.41 -0.17 0.48
```
Forces are in eV/Å.

Summary:
Net charge: +1
E_LUMO (alpha / beta), hartree: -0.129 / -0.315
Spin multiplicity: 3
Kohn-Sham gap (alpha / beta), eV: 8.426 / 5.867
HOMO (alpha / beta), eV: -11.9 / -14.4
Expectation value of S²: 2.006
ΔE to the lowest compared entry with this formula, charge and spin, eV: 0.567

For reference, the Löwdin charges in units of e are:
1. C -0.078
2. C -0.246
3. C -0.070
4. C -0.068
5. C -0.321
6. N 0.095
7. N 0.114
8. O 0.186
9. O 0.145
10. F 0.159
11. F 0.147
12. H 0.205
13. H 0.153
14. H 0.145
15. H 0.211
16. H 0.223

Entry 4:
Below is the molecule C5H5F3 at a distorted geometry, with properties calculated with wB97M-V/def2-TZVPD.

The geometry in XYZ format:
```
13
Properties=species:S:1:pos:R:3:forces:R:3
F 1.510 -0.473 -3.049 0.10 -0.18 -0.26
C 0.442 -0.224 -2.301 -0.15 0.32 0.56
C 0.533 -0.118 -0.981 -0.67 0.18 -0.06
F 1.720 -0.316 -0.417 0.44 -0.11 0.47
C -0.584 0.257 -0.094 -0.08 0.51 -1.52
C -0.429 0.387 1.207 -0.19 -0.66 0.79
C -1.461 0.757 2.218 -0.38 0.36 -0.43
F -1.673 -0.270 3.136 0.24 -0.08 -0.11
H -0.483 -0.049 -2.811 -0.21 -0.04 -0.39
H -1.490 0.570 -0.645 0.35 -0.40 0.54
H 0.514 0.090 1.614 0.54 -0.04 0.29
H -2.429 0.945 1.732 0.23 0.18 0.17
H -1.120 1.627 2.789 -0.22 -0.04 -0.06
```
Forces are in eV/Å.

Summary:
Net charge: 0
E_LUMO, hartree: 0.027
Kohn-Sham gap, eV: 9.989
HOMO, eV: -9.3
ΔE to the lowest compared entry with this formula, charge and spin, eV: 0.382

For reference, the Löwdin charges in units of e are:
1. F 0.057
2. C -0.088
3. C -0.292
4. F 0.094
5. C -0.038
6. C -0.073
7. C -0.199
8. F -0.059
9. H 0.119
10. H 0.130
11. H 0.111
12. H 0.119
13. H 0.119

Entry 5:
Below is the molecule C5H5F6NO at a distorted geometry, with properties calculated with wB97M-V/def2-TZVPD.

The geometry in XYZ format:
```
18
Properties=species:S:1:pos:R:3:forces:R:3
C -1.724 -0.871 0.292 -1.23 -0.33 0.58
C -1.075 -0.848 -1.104 1.66 -0.86 1.89
C 0.520 0.418 -0.042 -1.33 -1.39 1.19
C 1.960 -0.183 -0.234 -1.51 0.93 0.70
C 0.385 1.837 0.488 -0.60 0.28 0.38
N -0.792 -0.615 1.362 2.06 2.68 -2.27
O -0.222 0.294 -1.156 -0.31 0.18 0.34
F 2.667 -0.047 0.861 0.63 -0.07 1.10
F 1.965 -1.436 -0.606 -0.70 -1.86 0.15
F 2.575 0.434 -1.206 0.70 1.56 -1.20
F -0.897 2.136 0.770 0.18 -0.26 -0.39
F 1.059 1.981 1.616 0.59 0.23 0.27
F 0.789 2.760 -0.405 0.28 -0.27 0.10
H -2.643 -0.161 0.351 1.85 -0.78 -0.15
H -2.159 -1.873 0.447 0.12 0.09 -0.23
H -0.430 -1.725 -1.297 -0.57 0.09 0.20
H -1.800 -0.739 -1.820 -1.60 0.25 -2.01
H -0.181 -1.363 1.682 -0.21 -0.47 -0.65
```
Forces are in eV/Å.

Summary:
Net charge: 0
E_LUMO (alpha / beta), hartree: -0.013 / -0.013
Kohn-Sham gap (alpha / beta), eV: 9.781 / 9.777
HOMO (alpha / beta), eV: -10.1 / -10.1
ΔE to the lowest compared entry with this formula, charge and spin, eV: 2.384

For reference, the Löwdin charges in units of e are:
1. C -0.264
2. C -0.131
3. C -0.088
4. C -0.645
5. C -0.587
6. N 0.114
7. O -0.018
8. F 0.190
9. F 0.188
10. F 0.201
11. F 0.147
12. F 0.174
13. F 0.162
14. H 0.143
15. H 0.120
16. H 0.133
17. H 0.097
18. H 0.063

Entry 6:
Below is a structure of composition C5H5FNP at a distorted geometry, with properties calculated with wB97M-V/def2-TZVPD.

The geometry in XYZ format:
```
13
Properties=species:S:1:pos:R:3:forces:R:3
C -1.210 -0.982 0.385 0.44 -0.33 -0.69
C -1.966 0.139 -0.007 -0.81 -1.26 1.17
C 0.177 -0.982 0.209 -0.38 3.61 -0.51
C -1.320 1.175 -0.656 -2.44 0.05 0.56
C 0.665 0.232 -0.316 2.61 -0.37 -1.37
N -0.062 1.155 -0.903 3.43 0.39 0.55
F 3.202 -0.968 0.155 0.50 -0.76 -0.65
P 2.995 0.525 -0.444 -3.52 -1.04 1.30
H -1.679 -1.894 0.730 -0.23 0.20 0.34
H -3.036 0.128 0.313 0.99 0.34 -0.75
H 0.976 -1.558 0.542 0.45 -1.95 0.75
H -1.779 2.102 -0.932 -0.87 0.15 -0.33
H 3.037 0.928 0.924 -0.16 0.98 -0.37
```
Forces are in eV/Å.

Summary:
Net charge: 0
E_LUMO, hartree: 0.017
Kohn-Sham gap, eV: 9.305
HOMO, eV: -8.9
ΔE to the lowest compared entry with this formula, charge and spin, eV: 0.000

For reference, the Löwdin charges in units of e are:
1. C -0.073
2. C -0.066
3. C -0.074
4. C -0.196
5. C -0.284
6. N 0.022
7. F -0.485
8. P 0.886
9. H 0.101
10. H 0.115
11. H 0.060
12. H 0.103
13. H -0.109